Formula: C3H14NO4
Source: the OMol25 dataset
Level of theory: the ωB97M-V functional and the def2-TZVPD basis

```
22
Properties=species:S:1:pos:R:3:forces:R:3
C 0.762380 -1.239247 0.798922 0.724 0.488 0.163
O 1.077920 -0.383055 1.870471 -0.772 0.072 1.136
C -0.138503 -0.489089 -0.172409 0.235 0.120 0.609
C -0.578487 -1.325304 -1.396809 0.106 1.020 0.028
O -1.980465 -1.540283 -1.278116 0.308 -0.374 0.232
N -1.344976 -0.057081 0.625899 0.386 -0.237 -0.840
H 0.263486 -2.097338 1.241412 -0.017 -0.278 -0.072
H 1.695504 -1.536432 0.321874 -0.222 -0.302 -0.389
H 1.800155 0.234286 1.724146 0.052 -0.205 -0.665
H 0.417756 0.439072 -0.314111 -0.209 -0.048 -0.874
H -0.397473 -0.768035 -2.318407 0.204 -0.096 0.021
H 0.030553 -2.231570 -1.396073 -0.302 -0.173 -0.119
H -2.219877 -2.344857 -1.742418 -0.134 -0.107 -0.122
H -0.981931 0.234245 1.534190 -0.178 0.049 0.209
H -1.821603 0.724487 0.155654 0.153 0.091 0.407
H -1.966972 -0.858515 0.648800 -0.361 -0.093 0.333
H -1.524285 3.360395 0.667638 0.000 0.126 -0.166
H -1.193650 2.981037 -0.811654 -0.108 0.193 0.342
O -1.439709 2.624714 0.053171 0.083 -0.239 -0.285
H 3.517975 1.509397 0.627323 -0.050 0.070 0.002
H 3.222219 1.442682 -0.849414 -0.138 -0.048 -0.009
O 2.799984 1.320490 0.009913 0.240 -0.030 0.059
```
Forces are in eV/Å.

Charge = +1
Kohn-Sham gap = 11.60 eV
Molar mass = 128.15 g/mol
DFT total energy = -13011.989 eV
HOMO energy = -0.5276 Eh